No. 1
Entry from OMol25: a 12-piece molecular cluster, C22H74N5O12 overall (wB97M-V/def2-TZVPD).

**Charge**: +1
**Electronic energy**: -2058.74064 Eh
**LUMO energy**: -0.1631 hartree

Each line ends with the Löwdin charge.
CARTESIAN COORDINATES (ANGSTROEM)
C1 -0.840 -1.611 3.576  -0.427
O1 2.713 3.761 -3.158  0.336
N1 -4.520 -1.219 1.112  0.037
H1 -1.303 -1.540 5.831  0.077
H2 3.363 1.593 2.283  -0.040
O2 -1.189 -3.430 -1.795  -0.239
N2 -2.132 -2.099 3.216  0.032
H3 2.220 -2.285 1.013  0.067
H4 1.226 0.078 -4.046  0.068
H5 0.004 -3.497 2.949  0.129
H6 -3.005 1.783 1.621  0.078
H7 -4.629 -1.514 -1.613  0.056
H8 -2.874 -2.398 -3.246  0.142
H9 4.571 -2.065 -5.237  0.065
H10 1.679 0.392 0.330  0.068
C2 0.921 0.700 -0.389  -0.065
C3 -1.161 -4.784 -1.252  -0.046
C4 1.979 -2.673 -5.109  -0.156
H11 1.484 0.194 -5.861  0.086
C5 -6.601 3.183 0.439  -0.132
C6 -2.644 -1.773 -2.383  -0.422
H12 2.291 3.402 -2.375  0.080
H13 -2.872 -1.591 3.679  0.082
C7 -0.444 4.756 3.166  -0.046
H14 2.660 0.731 -4.801  0.061
H15 -1.091 5.402 3.758  0.087
H16 0.469 5.320 2.978  0.075
O3 3.011 5.302 0.461  0.343
H17 -3.579 -0.434 -1.230  0.012
H18 -3.225 1.006 0.010  0.066
H19 3.737 5.153 1.071  0.181
H20 0.305 2.028 2.729  0.112
H21 -0.043 0.258 -0.139  0.057
H22 2.812 -1.509 -1.599  -0.031
H23 4.192 0.544 -1.828  -0.006
H24 -0.010 -2.324 1.717  0.107
H25 -2.147 -5.248 -1.224  0.092
H26 3.057 -1.406 -3.762  0.100
O4 1.503 -1.974 2.957  -0.215
C8 1.907 -0.052 -4.887  -0.044
H27 -4.638 0.187 2.529  0.122
H28 3.211 0.544 4.581  0.091
H29 2.040 0.169 3.533  0.052
H30 -0.714 -4.894 -0.264  0.082
H31 -6.637 0.671 1.401  0.124
C9 -3.219 0.856 1.090  -0.054
C10 -4.567 0.210 1.441  -0.418
C11 2.600 2.883 5.237  -0.049
H32 -0.612 -3.001 5.330  0.087
C12 -1.734 -0.751 -2.880  -0.078
H33 -2.391 0.171 1.274  0.054
C13 -0.106 -3.909 -4.724  -0.036
O5 0.072 3.663 4.016  -0.194
H34 -0.277 -4.016 -5.795  0.092
H35 -0.451 -5.352 -1.853  0.082
H36 3.132 2.259 5.955  0.070
H37 3.420 3.219 4.601  0.073
H38 1.156 0.393 -1.409  0.056
H39 3.152 2.012 0.843  -0.042
H40 -1.108 -3.864 -4.297  0.080
H41 -0.773 -1.186 -3.155  0.054
O6 3.608 -1.221 -1.151  -0.058
H42 -0.994 4.407 2.292  0.081
C14 2.446 -2.624 2.024  -0.043
C15 1.658 1.969 4.387  -0.370
N3 2.610 0.932 3.868  0.044
H43 0.159 2.377 -1.353  0.089
H44 0.950 1.518 5.082  0.133
C16 -0.645 -1.945 5.063  -0.059
H45 -5.901 0.560 -0.201  0.119
H46 2.624 4.462 0.205  0.075
N4 -3.863 -0.996 -2.020  0.050
H47 -2.228 -3.007 3.646  0.083
H48 0.138 2.579 0.277  0.080
O7 4.155 1.495 -1.923  -0.070
H49 0.484 -4.726 -4.308  0.094
O8 1.996 2.974 -0.600  -0.352
H50 -1.585 -1.943 -0.559  0.116
H51 -3.722 -1.537 1.643  0.022
H52 2.619 -3.529 -4.893  0.127
H53 -2.933 -3.161 -0.732  0.128
H54 3.376 5.680 -0.343  0.165
H55 1.472 3.244 2.570  0.101
H56 -5.328 -1.724 1.446  0.079
H57 2.127 3.691 5.796  0.077
C17 0.889 2.725 3.330  -0.223
H58 4.532 -0.488 -5.252  0.061
O9 1.298 -2.329 -1.990  -0.047
O10 3.837 1.849 1.492  -0.071
O11 0.679 -2.702 -4.487  -0.247
H59 0.289 -1.453 5.333  0.068
H60 -1.993 -0.169 -3.765  0.097
H61 -7.291 2.810 -0.318  0.083
C18 0.161 -2.430 2.788  -0.221
H62 2.525 -3.708 2.114  0.086
H63 3.508 1.777 -1.276  -0.031
H64 0.436 -2.231 -1.587  0.025
H65 3.429 -2.288 2.355  0.088
H66 -7.241 3.603 1.215  0.086
H67 4.238 -1.925 -1.305  0.055
H68 3.320 4.466 -2.920  0.167
H69 1.899 -2.668 -6.196  0.125
C19 -5.770 0.957 0.805  -0.165
H70 -1.452 -0.068 -2.079  0.070
H71 -6.282 4.023 -0.177  0.082
H72 1.113 -2.572 -2.897  -0.011
H73 2.107 4.093 -3.824  0.181
C20 0.825 2.245 -0.500  -0.417
N5 3.996 -1.293 -5.544  0.038
H74 -0.688 -0.562 3.319  0.135
C21 -2.138 -2.603 -1.227  -0.211
C22 2.700 -1.326 -4.789  -0.412
O12 -5.501 2.367 0.750  -0.175

No. 2
Entry from OMol25: a 15-piece molecular cluster, C22H74O22 overall (wB97M-V/def2-TZVPD).

**Charge**: 0
**Electronic energy**: -2537.63268 Eh
**ΔE to the lowest compared entry with this formula, charge and spin**: 0.408 eV
**LUMO energy**: 0.0136 hartree

Each line ends with the Löwdin charge.
CARTESIAN COORDINATES (ANGSTROEM)
C1 0.032 -0.349 -0.804  -0.183
H1 -0.379 2.279 4.883  0.079
H2 2.668 -4.523 -2.057  0.068
C2 -3.877 0.828 -0.937  -0.138
O1 2.889 0.610 -2.812  -0.094
H3 1.407 5.222 1.867  0.103
H4 -1.716 2.383 3.745  0.077
H5 -2.495 -5.364 -1.570  0.116
O2 5.048 -1.113 1.025  -0.155
C3 3.534 -4.141 2.528  -0.245
C4 0.357 3.692 1.310  -0.111
H6 -0.300 3.369 2.124  0.072
H7 3.720 2.348 2.196  0.117
H8 -2.046 5.262 -2.404  0.126
O3 -3.264 1.855 -0.188  -0.152
H9 -2.619 -2.656 1.972  0.065
H10 -0.506 -1.274 1.078  0.119
H11 -2.020 -1.298 -4.943  0.088
H12 -4.231 4.894 -2.170  0.090
O4 -1.149 0.700 1.032  -0.095
H13 -1.921 1.462 5.222  0.085
H14 -2.111 2.368 -3.420  0.117
O5 1.561 4.278 1.789  -0.116
H15 -3.985 -0.840 4.471  0.086
H16 -0.913 -0.502 -1.331  0.111
H17 -2.001 2.766 -1.160  0.065
H18 1.426 -3.542 2.581  0.122
C5 3.911 1.735 3.085  -0.251
O6 -2.295 -4.716 -3.464  -0.061
H19 4.427 -2.796 -1.659  0.084
H20 -0.229 -0.012 4.313  0.103
C6 4.559 -0.162 0.053  -0.115
H21 0.765 -1.119 -1.045  0.113
H22 -2.342 -4.944 3.688  0.073
H23 2.979 3.189 -2.405  0.078
H24 3.473 -0.161 0.118  0.078
C7 -1.638 3.272 -3.010  -0.221
H25 1.259 3.341 -2.123  0.062
H26 -2.539 1.508 0.371  0.044
H27 -2.488 -3.789 -3.250  0.039
H28 -1.054 0.840 1.990  0.048
C8 2.212 0.969 -3.987  -0.273
H29 -4.143 -0.037 -0.324  0.077
O7 -1.246 -3.094 -1.241  -0.090
H30 5.087 1.719 4.642  0.085
H31 -3.275 -0.123 -4.382  0.074
H32 2.347 2.847 -0.768  0.072
H33 2.820 -2.505 -0.949  0.059
O8 -0.800 0.533 3.766  -0.134
H34 -4.795 1.298 -1.294  0.087
H35 -3.662 -1.769 -5.091  0.088
O9 0.653 0.872 -1.195  -0.113
O10 3.657 -4.177 3.941  -0.050
H36 -3.668 -4.159 2.020  0.081
C9 -1.202 1.716 4.437  -0.131
H37 -3.760 -1.883 -2.838  0.100
C10 -2.687 -3.715 2.207  -0.161
H38 2.077 3.585 3.272  0.042
H39 -0.172 4.424 0.696  0.093
H40 -0.182 -4.813 -0.834  0.115
H41 0.479 2.821 0.667  0.058
H42 3.372 -1.602 1.895  0.031
O11 -2.863 -1.838 -3.192  -0.168
H43 1.812 1.326 3.240  0.104
H44 4.459 -3.771 2.082  0.115
H45 1.383 -0.901 -4.455  0.120
O12 2.523 4.848 -1.381  -0.116
C11 -5.787 1.026 2.573  -0.235
O13 -2.299 -3.998 3.539  -0.119
H46 3.014 -0.817 -4.962  0.121
H47 -1.181 -6.204 -2.392  0.119
H48 0.757 -0.039 1.190  0.111
H49 -3.300 0.500 -1.807  0.059
H50 2.760 1.309 4.808  0.123
H51 4.148 0.725 2.737  0.098
C12 -2.994 -1.169 -4.471  -0.082
C13 3.363 -2.660 -1.890  -0.157
O14 -3.784 4.128 -2.538  -0.058
C14 -1.682 -5.237 -2.299  -0.249
H52 2.757 1.781 -4.492  0.116
H53 2.234 -3.428 1.033  0.096
H54 3.205 -1.799 -2.538  0.058
H55 -4.398 -0.539 2.137  0.108
C15 2.599 1.799 3.842  -0.249
H56 -6.857 2.418 3.555  0.077
H57 4.495 -3.785 4.189  0.081
H58 -0.754 3.334 -3.653  0.116
H59 4.929 0.824 0.353  0.083
O15 -4.813 -0.440 4.188  -0.042
C16 -2.512 4.507 -3.042  -0.229
H60 -3.739 0.857 2.987  0.107
O16 2.124 3.106 4.140  -0.094
H61 5.972 -0.918 1.197  0.090
H62 -1.490 -2.554 -2.007  0.037
C17 -0.189 -0.294 0.700  -0.198
H63 3.315 -5.120 2.086  0.115
O17 -5.985 2.026 3.575  -0.071
H64 5.020 -0.451 -0.892  0.083
H65 2.286 0.811 -6.594  0.085
H66 -6.707 0.424 2.565  0.122
O18 1.669 0.185 -6.208  -0.054
C18 2.231 3.474 -1.655  -0.144
O19 2.847 -3.762 -2.613  -0.121
O20 -1.191 2.957 -1.691  -0.111
H67 1.221 1.414 -3.851  0.112
H68 0.142 -4.061 -2.407  0.114
C19 -0.643 -4.305 -1.682  -0.235
H69 -2.585 4.889 -4.066  0.118
C20 2.367 -3.259 2.112  -0.246
H70 -5.733 1.586 1.633  0.113
H71 -0.015 1.578 -1.315  0.051
H72 2.309 0.701 -2.036  0.042
C21 -4.602 0.178 2.940  -0.261
O21 5.035 2.199 3.810  -0.053
H73 -2.032 -4.181 1.458  0.065
O22 2.580 -1.884 2.381  -0.079
H74 3.476 4.922 -1.314  0.071
C22 2.095 -0.220 -4.934  -0.260

No. 3
Entry from OMol25: a 16-piece molecular cluster, C22H76NO15 overall (wB97M-V/def2-TZVPD).

**Charge**: -1
**Electronic energy**: -2066.77153 Eh
**LUMO energy**: 0.0513 hartree

Each line ends with the Löwdin charge.
CARTESIAN COORDINATES (ANGSTROEM)
H1 -5.925 6.116 2.245  0.032
H2 -3.246 3.840 6.641  0.059
H3 -6.879 2.712 -1.261  0.079
H4 -5.939 1.540 0.488  0.066
C1 5.339 -2.896 -2.021  -0.142
O1 -6.702 1.130 0.058  -0.133
H5 -3.347 0.955 2.961  0.071
H6 6.413 -5.415 -4.562  0.082
H7 -2.209 2.768 8.422  0.046
C2 7.133 -0.942 3.938  -0.155
H8 4.425 -5.388 2.430  0.075
H9 -6.118 -0.921 -4.582  0.029
H10 3.445 -3.308 2.256  0.070
H11 9.822 -2.204 -5.999  0.079
C3 0.483 3.365 2.608  -0.113
O2 8.202 -7.485 -6.182  -0.133
C4 -3.283 2.759 6.789  -0.169
H12 -0.191 2.124 -3.571  0.072
O3 -8.496 3.435 2.720  -0.125
H13 -9.264 3.276 3.270  0.070
O4 2.880 -0.693 0.714  -0.134
C5 4.137 1.863 3.982  -0.161
H14 1.109 -0.120 -0.206  0.068
C6 -7.478 2.172 -0.518  -0.155
H15 4.180 -5.535 0.676  0.080
H16 -4.324 6.537 2.986  0.056
C7 4.357 -4.835 1.489  -0.160
H17 9.693 -8.926 -6.179  0.076
H18 -1.250 0.860 2.182  0.098
H19 0.408 4.397 2.979  0.058
H20 8.834 -8.712 -7.731  0.075
H21 3.700 2.470 4.773  0.078
H22 5.387 -3.450 -1.080  0.066
H23 -3.553 -1.890 -5.298  0.073
H24 -9.423 5.057 1.814  0.073
O5 9.781 -3.350 -4.271  -0.140
H25 -8.105 2.179 -4.172  0.080
O6 -5.532 -1.393 -5.193  -0.138
C8 -5.051 3.243 3.215  -0.300
H26 -5.591 -3.377 -0.168  0.074
H27 -7.646 5.019 1.745  0.058
H28 4.241 0.832 4.333  0.069
H29 4.422 -1.363 -1.260  0.055
C9 -3.561 2.881 3.543  -0.277
O7 3.272 -3.916 1.534  -0.123
H30 -1.514 3.867 1.894  0.080
C10 -4.968 5.719 2.623  -0.132
H31 -6.888 0.775 -2.818  0.064
H32 -3.022 3.848 3.375  0.033
O8 4.259 -1.970 -1.988  -0.133
H33 2.564 0.772 -0.695  0.087
C11 -1.597 1.791 2.680  -0.310
H34 -1.266 1.713 3.742  0.090
H35 -0.095 2.878 -1.964  0.076
O9 6.873 0.319 3.333  -0.130
H36 -7.811 2.859 0.262  0.060
H37 -9.099 0.882 -3.439  0.077
O10 -6.719 -2.005 -1.236  -0.131
H38 -4.263 2.394 6.495  0.060
H39 -4.510 4.873 4.547  0.072
H40 7.544 -8.125 -5.906  0.080
C12 -0.591 2.110 -2.553  -0.152
C13 -5.278 4.695 3.773  -0.279
C14 7.410 -5.067 -4.297  -0.181
H41 7.755 -1.558 3.281  0.073
H42 3.676 1.367 2.167  0.058
H43 -8.454 5.425 3.274  0.076
H44 -8.348 1.732 -1.007  0.073
H45 -4.441 5.201 1.806  0.062
H46 -4.666 -2.286 -1.239  0.070
H47 2.315 -0.893 -1.269  0.063
H48 -5.645 -3.599 -1.932  0.075
H49 5.120 2.262 3.721  0.062
H50 0.771 2.673 3.410  0.049
H51 8.140 -5.535 -4.954  0.047
H52 -6.655 -1.357 -0.525  0.055
C15 -5.590 -2.862 -1.133  -0.169
C16 2.171 -0.209 -0.431  -0.145
H53 9.577 -1.324 -4.475  0.081
H54 6.182 -1.445 4.102  0.074
H55 2.519 -1.556 0.929  0.054
C17 -4.232 -1.364 -4.628  -0.166
H56 -5.246 3.243 2.102  0.067
N1 -3.063 1.851 2.578  -0.150
C18 9.235 -8.198 -6.853  -0.152
O11 -3.075 2.440 8.182  -0.170
H57 10.262 -4.060 -4.700  0.076
H58 -1.665 2.315 -2.575  0.076
H59 5.296 -4.305 1.306  0.069
H60 -0.786 0.183 -2.470  0.071
H61 -8.536 0.736 -5.121  0.082
H62 -0.728 2.655 0.897  0.079
H63 -4.230 -1.863 -3.654  0.059
H64 11.190 -1.952 -4.876  0.075
H65 7.454 -3.983 -4.404  0.062
O12 7.675 -5.425 -2.944  -0.123
H66 7.636 -0.806 4.899  0.076
H67 7.717 0.750 3.195  0.072
H68 9.991 -7.484 -7.174  0.076
H69 1.257 3.296 1.828  0.046
C19 10.116 -2.142 -4.948  -0.141
H70 -3.891 -0.330 -4.512  0.074
H71 8.556 -5.106 -2.736  0.059
O13 -0.342 0.849 -1.942  -0.133
H72 -2.529 2.279 6.170  0.042
H73 -6.270 4.821 4.234  0.073
H74 -5.743 2.556 3.732  0.070
H75 5.173 -3.593 -2.839  0.071
O14 -7.099 0.439 -3.696  -0.134
O15 3.277 1.908 2.853  -0.130
C20 -8.511 4.814 2.370  -0.170
H76 6.281 -2.364 -2.188  0.078
C21 -8.279 1.101 -4.128  -0.137
C22 -0.891 2.961 1.948  -0.241